{
  "formula": "C21H52F4O19S",
  "method": "ωB97M-V/def2-TZVPD",
  "multiplicity": 1,
  "gap_ev": 10.252,
  "smiles": "O=S1(=O)OC[C@](CCF)(C[C@H](O)C(F)(F)F)O1.OCCO.OCCO.OCCO.OCCO.OCCO.OCCO.OCCO",
  "e_tot_ha": -3058.41986,
  "e_homo_ev": -10.23,
  "symbols": ["O", "S", "O", "O", "C", "C", "C", "C", "F", "C", "C", "O", "C", "F", "F", "F", "O", "H", "H", "H", "H", "H", "H", "H", "H", "H", "H", "C", "C", "O", "O", "H", "H", "H", "H", "H", "H", "C", "C", "O", "O", "H", "H", "H", "H", "H", "H", "C", "C", "O", "O", "H", "H", "H", "H", "H", "H", "C", "C", "O", "O", "H", "H", "H", "H", "H", "H", "C", "C", "O", "O", "H", "H", "H", "H", "H", "H", "C", "C", "O", "O", "H", "H", "H", "H", "H", "H", "C", "C", "O", "O", "H", "H", "H", "H", "H", "H"],
  "positions_angstrom": [[-0.515, -5.119, 0.830], [0.590, -4.247, 0.926], [1.831, -4.872, 0.705], [0.426, -3.582, 2.404], [0.665, -2.167, 2.297], [0.385, -1.673, 0.885], [1.429, -0.754, 0.194], [2.236, 0.067, 1.197], [3.068, 0.954, 0.512], [-1.021, -1.110, 0.531], [-2.097, -1.313, 1.604], [-3.329, -1.344, 0.911], [-2.156, -0.076, 2.550], [-2.691, -0.396, 3.725], [-0.930, 0.418, 2.795], [-2.864, 0.890, 2.020], [0.442, -2.913, 0.078], [1.732, -2.084, 2.547], [0.178, -1.684, 3.143], [2.113, -1.411, -0.346], [0.967, -0.105, -0.547], [1.629, 0.631, 1.913], [2.895, -0.620, 1.734], [-1.345, -1.632, -0.368], [-0.990, -0.057, 0.272], [-1.980, -2.219, 2.210], [-3.990, -1.854, 1.412], [2.658, -2.815, -3.153], [2.436, -3.401, -4.528], [2.400, -2.339, -5.487], [1.620, -1.891, -2.838], [2.667, -3.592, -2.387], [3.609, -2.270, -3.127], [1.475, -3.911, -4.578], [3.229, -4.106, -4.793], [3.299, -1.986, -5.548], [1.402, -1.440, -3.666], [-6.448, -1.873, 2.903], [-7.082, -1.645, 4.258], [-6.952, -0.267, 4.621], [-5.076, -1.487, 2.938], [-6.505, -2.923, 2.614], [-6.950, -1.265, 2.140], [-6.561, -2.221, 5.023], [-8.138, -1.926, 4.256], [-7.531, 0.243, 4.043], [-5.032, -0.707, 3.508], [-6.685, 0.610, 8.076], [-6.936, 2.043, 7.659], [-7.088, 2.865, 8.820], [-7.760, 0.140, 8.880], [-6.596, -0.039, 7.205], [-5.765, 0.540, 8.671], [-7.868, 2.117, 7.099], [-6.116, 2.428, 7.045], [-6.225, 2.931, 9.246], [-8.036, 0.891, 9.423], [-2.666, 1.808, -3.342], [-2.253, 1.706, -1.889], [-1.206, 0.737, -1.753], [-3.098, 0.543, -3.822], [-3.484, 2.518, -3.468], [-1.814, 2.130, -3.957], [-3.086, 1.352, -1.280], [-1.911, 2.671, -1.504], [-0.413, 1.108, -2.161], [-2.528, -0.115, -3.400], [6.364, -0.052, -3.960], [6.718, -0.116, -2.489], [7.740, -1.093, -2.282], [5.933, -1.331, -4.413], [5.562, 0.665, -4.140], [7.241, 0.237, -4.551], [5.855, -0.437, -1.904], [7.059, 0.856, -2.120], [8.556, -0.750, -2.667], [6.481, -1.978, -3.946], [3.318, 1.835, -6.835], [2.265, 1.223, -7.737], [2.671, -0.089, -8.126], [4.570, 1.882, -7.503], [3.046, 2.851, -6.547], [3.441, 1.225, -5.929], [2.163, 1.805, -8.652], [1.294, 1.172, -7.234], [2.618, -0.651, -7.344], [4.620, 1.075, -8.034], [4.267, 4.380, 2.640], [3.090, 4.198, 1.703], [3.561, 3.867, 0.398], [5.127, 5.399, 2.152], [3.933, 4.663, 3.639], [4.847, 3.450, 2.706], [2.533, 5.129, 1.609], [2.418, 3.410, 2.059], [3.922, 2.973, 0.439], [5.125, 5.311, 1.188]],
  "atomic_forces_ev_per_a": [[-1.187, 0.074, -0.546], [-1.250, -0.461, 0.987], [1.602, 0.634, -0.008], [-0.069, 0.477, -1.447], [1.816, -0.232, 1.421], [-1.028, 0.482, -2.079], [0.690, -0.187, 0.848], [0.074, -0.607, -0.109], [-0.105, 0.088, -0.013], [-0.045, -0.387, 1.348], [-0.736, 0.409, -0.515], [0.078, -0.583, -0.200], [0.413, -1.433, -0.688], [-0.231, 0.006, 0.744], [0.605, 0.230, 0.263], [-0.496, 0.928, -0.288], [0.322, -0.937, 0.768], [-0.105, 0.322, -0.342], [-0.481, 0.037, -0.467], [0.023, 0.172, 0.032], [-0.176, -0.099, 0.139], [0.012, 0.064, -0.184], [0.012, 0.302, 0.141], [-0.006, 0.061, 0.089], [0.180, -0.042, 0.102], [0.222, 0.148, -0.026], [0.296, 0.565, 0.125], [-0.084, 0.298, 0.083], [0.295, 0.080, -0.046], [0.046, 0.189, -0.166], [-0.189, -0.050, -0.017], [-0.048, 0.019, 0.013], [0.157, -0.240, -0.060], [-0.014, 0.060, -0.042], [-0.039, -0.085, 0.116], [-0.005, -0.092, 0.107], [0.067, -0.042, 0.056], [0.205, 0.219, 0.042], [-0.251, 0.185, -0.140], [0.094, -0.037, -0.004], [-0.461, -0.389, 0.319], [0.036, 0.008, -0.001], [-0.204, -0.127, 0.016], [0.005, 0.038, 0.008], [0.043, -0.159, -0.028], [0.053, 0.013, 0.091], [0.120, 0.004, -0.120], [-0.226, -0.042, 0.335], [0.381, 0.068, 0.144], [-0.090, -0.012, -0.037], [-0.102, 0.036, -0.164], [-0.031, 0.015, -0.002], [0.161, 0.106, -0.202], [-0.009, 0.010, 0.038], [-0.040, -0.117, -0.133], [-0.094, 0.020, -0.003], [0.052, -0.100, 0.009], [0.080, -0.450, -0.088], [0.222, 0.185, -0.094], [0.021, 0.183, -0.192], [-0.101, 0.058, 0.148], [0.001, -0.011, -0.017], [0.011, 0.264, 0.117], [0.042, -0.064, 0.006], [-0.133, 0.059, -0.019], [-0.067, -0.054, -0.021], [-0.051, 0.027, -0.097], [0.058, -0.316, -0.045], [0.328, 0.122, -0.089], [-0.102, -0.043, -0.010], [-0.264, -0.030, 0.101], [0.004, -0.017, -0.040], [-0.006, 0.242, 0.089], [0.026, -0.024, 0.008], [-0.161, 0.072, -0.036], [-0.037, -0.070, 0.063], [0.003, 0.048, -0.100], [0.294, -0.159, -0.210], [-0.063, -0.272, 0.282], [0.091, 0.108, -0.016], [-0.084, 0.099, -0.086], [0.036, 0.001, 0.007], [-0.270, 0.046, 0.098], [0.024, -0.016, 0.000], [-0.011, 0.165, 0.005], [-0.128, -0.111, -0.123], [0.031, 0.048, 0.082], [0.231, 0.154, -0.272], [0.095, -0.374, -0.054], [0.066, 0.173, 0.005], [-0.154, 0.104, 0.027], [0.031, 0.016, -0.001], [-0.211, -0.146, 0.122], [0.016, -0.003, -0.014], [-0.035, 0.081, 0.137], [-0.143, 0.013, -0.068], [0.053, -0.017, 0.088]]
}